Density functional theory data (ωB97M-V with the def2-TZVPD basis set) for a cluster of 2 separate species, C7H9N in total in a non-equilibrium geometry.

Each line ends with the Löwdin charge.
Geometry (Å):
1 C 0.990 1.716 -0.505  -0.1419
2 C 1.349 1.469 0.829  -0.0965
3 C 1.933 0.300 1.267  -0.0549
4 C 2.018 -0.676 0.208  -0.0864
5 C 1.922 -0.209 -1.049  -0.2015
6 C -2.786 -1.415 -0.520  -0.1014
7 C -3.119 -0.321 0.132  -0.0985
8 H 0.478 2.562 -0.710  0.0663
9 H 0.862 2.053 1.614  0.1035
10 H 2.025 -0.129 2.311  0.1241
11 H 2.149 -1.777 0.267  0.1152
12 H 2.229 -0.881 -1.792  0.0841
13 H -2.761 -1.628 -1.551  0.0339
14 H -2.506 -2.230 0.120  0.0332
15 H -3.320 0.536 -0.442  0.0155
16 H -2.854 -0.308 1.342  0.1193
17 N 1.389 0.937 -1.521  0.0859

* SMILES string: c1ccncc1.C=C
* LUMO: 0.7 eV
* DFT total energy: -326.78377 a.u.
* ΔE to the lowest compared entry with this formula, charge and spin: 67.27 kcal per mole
* highest occupied orbital energy: -9.50 eV
* frontier orbital gap: 10.2 eV